Record 1
Computed, not measured: a single C4H4ClFOS molecule, with ωB97M-V/def2-TZVPD.

Output
Energy relative to the best compared isomer or geometry (same formula, charge and spin): 34.8 kcal/mol
Gap between HOMO and LUMO: 9.441 eV
F_max: 2.0 eV/A
Calculated total energy: -1188.25164 a.u.

Geometry (Å):
F  1.51134  -0.75963  1.75148
C  1.33833  -0.56165  0.40804
C  -0.11528  -0.42295  0.10424
C  -0.81423  -1.29667  -0.62985
Cl  -2.48543  -1.11463  -0.97619
O  -0.76026  0.64228  0.71615
C  -0.71463  1.86215  0.15522
S  -0.00163  2.28327  -1.23473
H  1.88799  0.35531  0.10460
H  1.76294  -1.41739  -0.17455
H  -0.35133  -2.14316  -1.03381
H  -1.25783  2.57307  0.80942

Record 2
Computed, not measured: a molecular structure, C31H82AsF6N6O8, with ωB97M-V/def2-TZVPD.

Output
Gap between HOMO and LUMO: 7.774 eV
F_max: 2.3 eV/A
Net charge: -1
Calculated total energy: -4995.76217 a.u.

Geometry (Å):
As  37.65340  -21.28210  12.16615
F  37.94382  -20.82309  13.86213
F  36.51778  -22.49398  12.71546
F  37.29193  -21.76271  10.52773
F  38.82458  -20.03855  11.66952
F  38.97613  -22.44867  12.27460
F  36.33920  -20.10387  12.13893
C  33.49224  -22.99738  13.86170
C  32.13334  -22.82074  14.54065
C  31.48270  -21.48336  14.23046
C  30.91013  -21.36942  12.81416
C  29.89938  -22.50276  12.58095
C  30.42441  -23.94520  12.94451
N  31.12102  -23.84617  14.23117
O  31.36269  -25.10957  14.77112
C  29.15474  -24.81652  13.12084
C  31.22644  -24.45882  11.74665
C  32.37314  -22.82895  16.06360
H  34.31121  -22.38768  14.24943
H  33.46885  -22.72790  12.80463
H  33.88244  -24.00580  14.01332
H  30.67029  -21.26930  14.92779
H  32.12796  -20.60018  14.20643
H  31.65036  -21.43681  12.01012
H  30.42838  -20.42851  12.53933
H  29.48301  -22.44760  11.57088
H  28.98879  -22.37989  13.17781
H  28.54397  -24.47933  13.95662
H  28.56710  -24.72459  12.20409
H  29.40394  -25.87607  13.17954
H  30.58496  -24.65891  10.89148
H  32.01890  -23.74972  11.50137
H  31.77045  -25.35610  12.05545
H  33.15288  -23.52407  16.38358
H  31.44224  -22.84818  16.63360
H  32.86065  -21.91660  16.42585
H  31.08099  -25.05876  15.69143
C  34.42596  -20.96116  9.20777
O  33.93676  -19.62071  9.18565
H  34.59827  -21.20863  10.25932
H  33.69071  -21.69819  8.88729
H  35.37329  -21.03260  8.67546
H  34.60716  -18.92863  9.08349
C  40.43821  -18.76373  14.50695
O  40.84622  -18.80440  13.14160
H  39.71856  -17.94437  14.61794
H  39.93186  -19.68921  14.77596
H  41.27814  -18.48319  15.13894
H  40.08100  -18.92917  12.56397
C  42.32882  -23.44460  12.81024
C  42.43824  -23.00035  14.27312
C  43.53746  -21.95032  14.47509
O  43.71100  -21.72914  15.86394
C  44.65290  -20.68456  16.11569
N  41.17208  -22.42519  14.67044
H  42.05282  -22.69760  12.06441
H  41.57574  -24.23590  12.81578
H  43.22424  -23.90752  12.37161
H  42.59311  -23.93426  14.82064
H  43.33374  -20.97902  14.01693
H  44.41889  -22.45766  14.05855
H  44.22685  -19.73290  15.78305
H  45.57693  -20.94306  15.59685
H  44.76669  -20.56065  17.19090
H  41.00308  -21.55273  14.18524
H  40.43414  -23.07440  14.44104
C  37.92569  -18.62929  8.10687
C  37.59816  -17.49121  9.05305
C  37.49465  -16.17188  8.29260
O  38.75983  -15.74873  7.83092
C  38.72298  -14.62526  6.99126
N  36.27126  -17.81883  9.63765
H  37.96756  -19.54759  8.69792
H  38.92427  -18.52619  7.67897
H  37.20425  -18.71035  7.29364
H  38.37573  -17.50673  9.82114
H  37.00573  -15.42626  8.93063
H  36.85074  -16.34423  7.42269
H  39.72760  -14.34290  6.68162
H  38.19957  -13.79969  7.48139
H  38.21010  -14.84171  6.04543
H  35.92419  -17.14172  10.30855
H  36.50985  -18.64747  10.17293
C  34.66533  -26.10210  12.23422
C  36.06904  -26.14846  12.83893
C  36.58274  -27.57132  13.02266
O  37.69581  -27.67146  13.89905
C  38.10264  -29.00213  14.09534
N  37.00686  -25.36720  12.04625
H  34.34296  -25.13413  11.86183
H  33.94973  -26.42476  13.00128
H  34.45096  -26.90827  11.52431
H  35.95485  -25.64493  13.80966
H  36.72136  -28.10334  12.07746
H  35.77253  -28.06320  13.57986
H  38.63139  -29.02737  15.04778
H  38.85910  -29.22868  13.33034
H  37.37070  -29.80401  13.97323
H  37.92728  -25.53923  12.43949
H  36.82218  -24.37829  12.17820
C  35.83981  -16.12132  13.75935
C  37.13784  -16.52752  14.49778
C  37.52593  -15.51263  15.56381
O  37.38007  -14.17278  15.09131
C  36.38607  -13.42151  15.75378
N  36.88806  -17.81015  15.17078
H  35.99305  -15.23289  13.13890
H  35.07096  -15.76149  14.44777
H  35.48506  -16.94720  13.14483
H  37.94907  -16.66045  13.78214
H  38.59684  -15.63734  15.74206
H  36.97364  -15.62145  16.49962
H  35.36590  -13.64149  15.43169
H  36.58026  -12.35567  15.63093
H  36.46683  -13.56973  16.83603
H  36.16539  -17.71066  15.88398
H  36.33012  -18.39116  14.54579
C  36.31837  -22.16878  16.76128
C  37.75819  -22.64930  16.79926
C  38.01883  -23.91305  15.98547
O  39.40031  -24.17118  16.08499
C  39.69599  -25.50728  15.75583
N  38.61451  -21.52492  16.32002
H  35.67675  -22.94738  17.20254
H  35.93293  -22.14484  15.73907
H  36.14813  -21.24206  17.30379
H  38.03822  -22.81135  17.84475
H  37.64198  -23.78435  14.96076
H  37.40467  -24.72997  16.38754
H  40.74730  -25.74437  15.91795
H  39.51118  -25.65114  14.68388
H  39.08605  -26.27729  16.23874
H  38.29948  -20.67402  16.77173
H  38.29871  -21.46546  15.33895

- The lowest calculated total energy belongs to which entry?
  C31H82AsF6N6O8